Record 1
Formula: CH5N2OP
Source: the OMol25 dataset
Level of theory: ωB97M-V/def2-TZVPD

## Properties
SMILES string: NNCP=O
HOMO energy, Eh: -0.34023
Frontier orbital gap, eV: 8.5

Geometry (Å):
N -1.172 0.519 -0.073
N 0.177 0.940 -0.016
C 1.156 -0.125 -0.068
P 2.930 0.538 -0.011
O 3.760 -0.660 0.001
H -1.393 0.278 -1.035
H -1.349 -0.303 0.512
H 0.288 1.492 0.831
H 1.045 -0.886 0.732
H 1.051 -0.651 -1.028

Forces on the atoms, in the same order (eV/Å):
-0.275 -0.147 0.008
0.177 0.216 0.216
0.266 -0.037 0.100
-1.402 0.690 -0.070
0.886 -1.013 0.011
0.040 0.075 0.198
0.171 0.131 -0.202
-0.122 -0.061 -0.231
0.106 0.107 -0.159
0.151 0.039 0.130

Okay, here come the natural (NBO) numbers, in e, for every atom:
1. N -0.656
2. N -0.474
3. C -0.646
4. P 1.314
5. O -0.972
6. H 0.348
7. H 0.323
8. H 0.345
9. H 0.195
10. H 0.224


Record 2
Formula: CO
Source: the OMol25 dataset
Level of theory: ωB97M-V/def2-TZVPD

## Properties
HOMO energy, Eh: -0.48739
Frontier orbital gap, eV: 14.7

Geometry (Å):
C 0.000 0.000 -0.642
O 0.000 0.000 0.481

Forces on the atoms, in the same order (eV/Å):
0.000 0.000 -0.211
0.000 0.000 0.211

Okay, here come the natural (NBO) numbers, in e, for every atom:
1. C 0.497
2. O -0.497


Record 3
Formula: C3H6O2S2
Source: the OMol25 dataset
Level of theory: ωB97M-V/def2-TZVPD

## Properties
SMILES string: O=C(O)CCSS
HOMO energy, Eh: -0.34306
Frontier orbital gap, eV: 9.8

Geometry (Å):
O 0.986 2.285 -0.027
C 0.569 1.402 0.674
O 1.098 1.137 1.889
C -0.548 0.472 0.228
C -0.248 -0.145 -1.121
S -1.240 -1.691 -1.332
S -0.439 -2.883 0.154
H 1.422 1.967 2.265
H -1.320 1.229 0.116
H -0.769 -0.231 1.029
H -0.684 0.453 -1.916
H 0.776 -0.384 -1.358
H 0.398 -3.611 -0.602

Forces on the atoms, in the same order (eV/Å):
-0.145 0.309 0.118
0.666 -0.384 -0.556
-0.847 -0.043 0.400
1.116 1.041 0.696
-1.315 -1.040 -0.376
0.396 0.054 0.292
-0.221 0.021 -0.203
0.454 -0.034 -0.234
-0.709 -0.427 0.024
-0.106 -0.053 -0.222
0.317 0.302 -0.150
0.335 0.167 0.229
0.061 0.088 -0.018

Okay, here come the natural (NBO) numbers, in e, for every atom:
1. O -0.592
2. C 0.797
3. O -0.689
4. C -0.535
5. C -0.500
6. S 0.088
7. S -0.148
8. H 0.497
9. H 0.246
10. H 0.240
11. H 0.233
12. H 0.231
13. H 0.131


Record 4
Formula: C23H29Cl2LaN5S
Source: the OMol25 dataset
Level of theory: ωB97M-V/def2-TZVPD

## Properties
Total charge: +3
HOMO energy, Eh: -0.62469
Frontier orbital gap, eV: 7.8

Geometry (Å):
La 1.094 -0.571 0.052
C 2.045 0.361 3.284
C 1.165 -0.846 3.446
C 0.886 -1.335 4.717
C 0.076 -2.444 4.847
C -0.422 -3.058 3.704
C -0.102 -2.543 2.462
N 0.674 -1.434 2.341
C -0.585 -3.177 1.205
C -1.391 -4.305 1.220
C -1.811 -4.851 0.020
C -1.404 -4.278 -1.172
C -0.592 -3.153 -1.140
N -0.207 -2.611 0.037
C -0.114 -2.497 -2.388
C -0.407 -3.016 -3.635
C 0.076 -2.380 -4.772
C 0.841 -1.241 -4.630
C 1.096 -0.750 -3.355
C 1.923 0.492 -3.185
N 0.624 -1.363 -2.255
H 1.927 1.023 4.140
H 1.804 0.941 2.389
H 3.096 0.061 3.261
H 1.299 -0.839 5.584
H -0.172 -2.833 5.826
H -1.044 -3.932 3.810
H -1.696 -4.767 2.146
H -2.453 -5.722 0.012
H -1.723 -4.715 -2.105
H -0.994 -3.914 -3.747
H -0.150 -2.774 -5.754
H 1.238 -0.725 -5.494
H 1.757 1.164 -4.025
H 2.987 0.242 -3.189
H 1.676 1.041 -2.271
Cl 3.618 0.738 0.001
C 4.598 -0.748 -0.007
Cl 3.476 -2.130 -0.005
H 5.210 -0.782 0.888
H 5.205 -0.778 -0.905
C -3.186 3.800 0.960
N -2.209 2.821 0.461
C -2.574 1.448 0.774
C -1.011 3.171 -0.008
S 0.365 2.100 0.219
N -0.814 4.329 -0.628
C -1.890 5.129 -1.224
C 0.505 4.926 -0.859
H -3.568 3.436 1.914
H -4.029 3.920 0.280
H -2.713 4.759 1.142
H -3.623 1.306 0.516
H -2.451 1.249 1.842
H -1.982 0.739 0.205
H -2.783 4.539 -1.396
H -1.534 5.497 -2.185
H -2.131 5.994 -0.606
H 1.232 4.594 -0.130
H 0.408 6.007 -0.775
H 0.862 4.687 -1.862

Forces on the atoms, in the same order (eV/Å):
-0.537 1.663 0.042
-0.002 -0.199 0.049
-0.023 0.126 0.054
-0.040 -0.034 -0.043
0.057 0.078 -0.018
-0.003 -0.061 -0.082
0.004 0.018 0.297
-0.249 -0.528 0.340
-0.180 -0.187 -0.050
0.033 0.035 0.004
0.037 0.051 -0.017
0.045 0.048 -0.002
-0.195 -0.189 0.052
-0.352 -0.688 -0.014
-0.001 0.015 -0.315
0.003 -0.065 0.112
0.056 0.091 0.008
-0.046 -0.060 0.034
-0.023 0.123 -0.079
-0.001 -0.171 -0.033
-0.293 -0.537 -0.317
0.005 0.073 -0.052
0.007 0.078 0.080
0.001 0.029 -0.057
-0.013 0.013 -0.003
0.013 -0.021 -0.006
-0.003 0.012 -0.018
-0.009 0.021 0.000
0.021 -0.017 0.006
-0.011 0.014 0.002
-0.002 0.011 0.007
0.014 -0.019 0.006
-0.009 0.021 0.011
0.001 0.068 0.053
0.001 0.029 0.058
0.006 0.079 -0.066
1.006 0.681 -0.019
0.179 0.027 0.015
0.764 -0.775 -0.014
-0.079 -0.009 0.055
-0.086 -0.005 -0.060
-0.132 0.095 0.122
-0.048 0.028 -0.033
-0.063 -0.051 0.170
0.129 0.077 -0.219
-0.063 0.281 -0.068
-0.011 -0.029 0.233
-0.195 0.099 -0.139
0.148 -0.031 -0.023
0.044 -0.047 -0.009
0.025 -0.004 0.012
0.024 -0.013 -0.031
0.007 0.007 -0.007
0.017 0.002 -0.011
0.000 0.041 -0.127
0.070 -0.060 0.005
0.036 -0.054 -0.007
0.006 -0.032 -0.005
0.006 -0.100 0.110
-0.052 -0.030 -0.002
-0.049 -0.016 0.010

Okay, here come the natural (NBO) numbers, in e, for every atom:
1. La 1.894
2. C -0.655
3. C 0.273
4. C -0.212
5. C -0.083
6. C -0.197
7. C 0.147
8. N -0.620
9. C 0.277
10. C -0.210
11. C -0.084
12. C -0.192
13. C 0.203
14. N -0.649
15. C 0.167
16. C -0.195
17. C -0.082
18. C -0.212
19. C 0.272
20. C -0.657
21. N -0.620
22. H 0.276
23. H 0.208
24. H 0.249
25. H 0.259
26. H 0.264
27. H 0.246
28. H 0.250
29. H 0.265
30. H 0.251
31. H 0.246
32. H 0.264
33. H 0.258
34. H 0.273
35. H 0.250
36. H 0.209
37. Cl 0.069
38. C -0.362
39. Cl 0.069
40. H 0.274
41. H 0.275
42. C -0.417
43. N -0.395
44. C -0.390
45. C 0.456
46. S -0.436
47. N -0.364
48. C -0.420
49. C -0.416
50. H 0.233
51. H 0.228
52. H 0.231
53. H 0.239
54. H 0.216
55. H 0.190
56. H 0.226
57. H 0.239
58. H 0.232
59. H 0.232
60. H 0.241
61. H 0.220


Record 5
Formula: C9H7Cl2LuNO3Tb
Source: the OMol25 dataset
Level of theory: ωB97M-V/def2-TZVPD

## Properties
2S+1: 7
Total charge: +4
HOMO energy (alpha / beta), Eh: -0.79726 / -0.79726
⟨S²⟩: 12.614
Frontier orbital gap (alpha / beta), eV: 3.4 / 5.1

Geometry (Å):
Tb 3.344 1.467 -3.382
Lu -0.473 -0.891 -0.792
Cl 2.215 3.183 -2.002
Cl 1.497 -2.206 -0.492
C -1.610 -2.760 0.008
C 2.441 1.699 -5.501
C 2.310 -0.486 -4.222
O -2.208 -3.653 0.445
O 1.907 1.573 -6.528
O 1.750 -1.304 -4.830
N 0.735 0.755 0.306
C -0.248 0.588 1.380
C 0.180 0.339 2.678
C -0.727 -0.221 3.574
C -2.052 -0.445 3.172
C -2.498 -0.109 1.900
C -1.591 0.416 0.955
H 1.714 0.621 0.571
H 0.709 1.657 -0.194
H 1.219 0.552 2.952
H -0.404 -0.461 4.587
H -2.760 -0.877 3.884
H -3.543 -0.223 1.593
H -1.906 0.787 -0.060

Forces on the atoms, in the same order (eV/Å):
2.622 3.018 3.587
1.139 -0.138 0.563
0.404 -1.407 -0.948
-0.481 0.427 -0.557
-3.952 -5.636 2.825
-4.106 -0.220 -8.292
-4.017 -6.402 -3.953
3.165 4.528 -2.241
3.001 0.915 5.571
3.016 4.181 3.314
-0.172 1.080 -0.986
0.721 -0.060 -0.309
0.043 -0.209 -0.363
-0.236 0.318 -0.052
-0.245 -0.193 0.263
-0.398 0.304 -0.525
0.410 -0.497 0.190
-0.433 -0.219 0.361
-0.232 0.003 0.709
-0.363 -0.210 -0.004
-0.148 0.044 -0.207
0.201 0.153 -0.220
0.289 0.011 0.390
-0.228 0.209 0.887

Okay, here come the Löwdin numbers, in e, for every atom:
1. Tb 1.537
2. Lu 1.417
3. Cl 0.061
4. Cl 0.020
5. C -0.025
6. C -0.046
7. C -0.058
8. O 0.232
9. O 0.280
10. O 0.251
11. N -0.070
12. C -0.348
13. C 0.031
14. C 0.043
15. C 0.009
16. C -0.030
17. C -0.198
18. H 0.107
19. H 0.062
20. H 0.151
21. H 0.153
22. H 0.151
23. H 0.149
24. H 0.119


Record 6
Formula: C23H27I2LuN5OS
Source: the OMol25 dataset
Level of theory: ωB97M-V/def2-TZVPD

## Properties
Total charge: +1
HOMO energy, Eh: -0.39025
Frontier orbital gap, eV: 7.9

Geometry (Å):
Lu -0.145 0.250 0.620
I 6.754 1.517 -1.725
C 5.275 0.942 -0.432
C 4.836 1.836 0.546
C 3.644 1.559 1.286
I 3.022 3.100 2.635
C 2.835 0.433 0.975
O 1.682 0.209 1.555
C 3.340 -0.480 -0.001
C 2.577 -1.793 -0.175
N 1.136 -1.649 -0.482
C 1.049 -1.447 -1.936
C -0.355 -1.289 -2.299
C -0.833 -1.841 -3.525
C -2.209 -1.708 -3.822
C -2.995 -0.894 -2.976
C -2.448 -0.409 -1.796
N -1.177 -0.674 -1.441
C 4.519 -0.164 -0.722
H 5.332 2.763 0.775
H 2.619 -2.355 0.755
H 3.072 -2.412 -0.835
H 0.733 -2.574 -0.165
H 1.466 -2.314 -2.471
H 1.682 -0.657 -2.240
H -0.276 -2.485 -4.125
H -2.703 -2.261 -4.629
H -4.074 -0.705 -3.089
H -2.970 0.223 -1.064
H 4.754 -0.865 -1.519
C -0.126 -2.280 2.826
N -0.942 -1.072 2.563
C -0.833 -0.195 3.824
C -2.342 -1.325 2.265
C -3.037 -0.029 1.865
C -4.397 -0.009 2.059
C -5.132 1.101 1.590
C -4.465 2.095 0.953
C -3.086 2.046 0.793
C -2.304 0.931 1.159
H -0.464 -2.731 3.815
H 0.932 -2.120 2.809
H -0.423 -2.909 1.988
H -1.026 -0.834 4.701
H -1.505 0.615 3.824
H 0.141 0.246 3.944
H -2.739 -1.798 3.194
H -2.319 -2.061 1.468
H -4.905 -0.910 2.593
H -6.252 1.146 1.515
H -4.979 3.024 0.499
H -2.626 2.907 0.256
N 0.811 2.455 -3.156
C 1.318 2.541 -1.919
N 2.653 2.509 -1.760
S 0.242 2.538 -0.597
H 1.409 2.606 -3.932
H -0.172 2.628 -3.367
H 3.293 2.545 -2.551
H 3.134 2.481 -0.899

Forces on the atoms, in the same order (eV/Å):
-0.519 -1.023 -0.273
0.712 0.161 -0.409
-0.712 0.880 0.232
-1.460 -0.837 1.075
0.779 0.682 -0.969
0.060 -0.917 -0.494
0.855 0.073 0.059
0.640 0.203 0.768
0.112 0.610 0.108
-0.252 1.737 2.415
0.614 -0.863 0.233
-0.171 -2.245 0.659
-1.977 -0.523 -2.250
-2.353 1.139 1.801
0.084 0.539 0.946
-0.251 -0.272 0.358
0.358 -0.002 -0.005
0.598 0.586 -0.102
-1.660 -1.622 0.474
0.364 0.060 -0.116
0.092 0.208 0.435
0.954 -1.241 -1.958
0.151 1.350 -1.003
-0.137 0.022 0.060
0.517 1.372 -0.021
1.239 -0.685 -0.791
0.488 0.384 0.129
0.665 -0.246 -0.430
-0.129 -0.489 -0.489
0.410 0.211 0.050
-2.365 -0.374 0.260
2.288 2.194 1.333
0.302 -1.622 -0.517
0.384 -0.208 1.308
0.167 -1.561 -0.149
-1.882 -0.595 0.883
-1.783 -1.380 -0.191
0.159 2.792 -1.221
0.909 0.315 -0.745
-0.508 1.159 0.459
0.555 0.180 -1.187
0.488 0.468 0.124
0.347 -0.774 0.207
-0.059 0.160 -0.231
-1.091 0.742 -0.299
0.681 -0.167 -0.254
-0.497 0.173 -0.726
-0.462 -0.281 -0.299
0.802 1.812 -1.027
1.203 -0.328 0.712
0.544 -1.739 0.971
-0.223 -0.705 0.414
-0.371 0.394 -0.114
0.663 -0.908 0.518
-0.800 0.297 -2.143
-0.088 0.839 -0.105
0.632 0.061 -0.704
0.451 -0.138 0.707
-0.444 -0.033 0.079
-0.075 -0.024 1.443

Okay, here come the natural (NBO) numbers, in e, for every atom:
1. Lu 1.897
2. I 0.189
3. C -0.238
4. C -0.275
5. C -0.231
6. I 0.190
7. C 0.374
8. O -0.900
9. C -0.125
10. C -0.237
11. N -0.665
12. C -0.264
13. C 0.230
14. C -0.241
15. C -0.123
16. C -0.252
17. C 0.067
18. N -0.559
19. C -0.217
20. H 0.248
21. H 0.220
22. H 0.197
23. H 0.401
24. H 0.207
25. H 0.232
26. H 0.229
27. H 0.241
28. H 0.247
29. H 0.257
30. H 0.225
31. C -0.411
32. N -0.510
33. C -0.429
34. C -0.241
35. C -0.068
36. C -0.210
37. C -0.217
38. C -0.231
39. C -0.210
40. C -0.621
41. H 0.202
42. H 0.228
43. H 0.186
44. H 0.196
45. H 0.232
46. H 0.228
47. H 0.196
48. H 0.198
49. H 0.218
50. H 0.227
51. H 0.220
52. H 0.204
53. N -0.762
54. C 0.375
55. N -0.752
56. S -0.251
57. H 0.396
58. H 0.434
59. H 0.405
60. H 0.445


Record 7
Formula: C4H6N2O
Source: the OMol25 dataset
Level of theory: ωB97M-V/def2-TZVPD

## Properties
SMILES string: Cc1cc(N)on1
HOMO energy, Eh: -0.34782
Frontier orbital gap, eV: 10.4

Geometry (Å):
C 1.960 -0.107 -1.237
C 0.611 0.098 -0.626
C -0.071 -0.690 0.346
C -1.171 0.043 0.641
N -2.157 -0.134 1.614
O -1.195 1.154 -0.122
N -0.069 1.179 -0.918
H 2.211 0.760 -1.855
H 2.715 -0.200 -0.450
H 2.006 -1.009 -1.855
H 0.174 -1.661 0.748
H -3.073 0.141 1.277
H -1.941 0.426 2.434

Forces on the atoms, in the same order (eV/Å):
0.022 -0.004 -0.052
-0.013 0.197 -0.078
-0.122 0.056 0.033
0.211 -0.064 -0.071
-0.087 0.139 -0.066
-0.229 -0.041 0.235
0.351 -0.247 0.001
-0.047 -0.151 0.060
-0.117 -0.004 -0.122
-0.066 0.094 0.092
0.109 0.174 0.018
0.057 0.008 -0.009
-0.068 -0.157 -0.040

Okay, here come the natural (NBO) numbers, in e, for every atom:
1. C -0.643
2. C 0.159
3. C -0.386
4. C 0.459
5. N -0.838
6. O -0.301
7. N -0.141
8. H 0.238
9. H 0.225
10. H 0.225
11. H 0.239
12. H 0.382
13. H 0.383


Record 8
Formula: C10H24GaIO2P2
Source: the OMol25 dataset
Level of theory: ωB97M-V/def2-TZVPD

## Properties
Total charge: +2
HOMO energy, Eh: -0.52076
Frontier orbital gap, eV: 6.0

Geometry (Å):
C 3.293 3.819 -0.571
C 2.950 2.457 -0.783
H 4.286 4.024 -1.007
H 3.310 4.010 0.516
H 2.529 4.451 -1.055
O 2.766 1.323 -1.011
I -0.278 2.436 0.827
Ga -0.237 0.001 0.118
P -1.452 0.130 -2.108
C -1.622 -1.326 -3.187
C -3.205 0.694 -1.965
H -3.559 1.012 -2.962
H -1.224 1.572 -4.009
H -3.270 1.540 -1.261
H -0.493 2.307 -2.534
H -2.184 -2.112 -2.665
H -3.837 -0.135 -1.603
C -0.611 1.386 -3.118
H -2.163 -1.040 -4.101
H 0.372 0.999 -3.414
H -0.627 -1.707 -3.444
P 0.707 -1.091 2.212
C 1.105 -2.864 2.262
C 2.255 -0.233 2.621
H -0.769 0.118 3.749
H 0.221 -1.125 4.599
H -1.214 -1.622 3.638
C -0.375 -0.909 3.696
H 2.084 0.850 2.629
H 2.583 -0.577 3.610
H 1.517 -3.116 3.250
H 1.837 -3.097 1.481
H 3.010 -0.488 1.868
H 0.197 -3.456 2.090
C 0.434 -1.795 -0.725
O 0.555 -2.884 -1.091
C -1.989 -0.797 0.771
H -2.592 -1.176 -0.061
H -2.491 0.045 1.269
H -1.820 -1.623 1.469

Forces on the atoms, in the same order (eV/Å):
-0.053 0.463 0.157
-0.881 -6.042 -1.263
-0.167 -0.217 0.023
-0.075 -0.072 -0.215
0.099 -0.169 0.136
1.041 6.173 1.221
0.624 0.316 -0.225
-2.367 -0.787 0.985
-0.095 0.915 -0.470
0.244 -0.107 0.121
0.302 0.075 0.219
0.185 -0.123 0.406
0.369 0.197 0.072
-0.064 -0.314 -0.278
-0.078 -0.177 -0.176
0.125 0.155 -0.153
0.292 0.406 -0.144
-0.397 -0.118 -0.372
0.194 -0.100 0.273
-0.191 0.130 -0.022
-0.266 -0.021 -0.117
0.444 0.592 0.604
0.048 -0.010 -0.280
0.035 -0.335 0.451
0.099 -0.380 0.050
-0.199 0.094 -0.370
0.359 0.340 0.014
0.026 0.227 -0.283
0.035 -0.221 0.072
0.228 0.273 -0.199
-0.096 0.061 -0.304
-0.069 -0.121 0.236
-0.062 0.053 0.187
0.208 0.097 0.045
0.844 -4.737 -1.747
-0.420 3.858 1.294
0.203 -0.194 -0.168
-0.113 0.074 0.355
-0.099 -0.451 -0.078
-0.312 0.198 -0.055

Okay, here come the natural (NBO) numbers, in e, for every atom:
1. C -0.836
2. C 1.009
3. H 0.355
4. H 0.357
5. H 0.357
6. O -0.267
7. I -0.255
8. Ga 0.669
9. P 0.975
10. C -0.955
11. C -0.932
12. H 0.262
13. H 0.259
14. H 0.261
15. H 0.249
16. H 0.264
17. H 0.264
18. C -0.959
19. H 0.273
20. H 0.239
21. H 0.248
22. P 0.978
23. C -0.956
24. C -0.960
25. H 0.261
26. H 0.262
27. H 0.265
28. C -0.933
29. H 0.249
30. H 0.259
31. H 0.273
32. H 0.248
33. H 0.239
34. H 0.264
35. C 0.561
36. O -0.383
37. C -1.138
38. H 0.213
39. H 0.247
40. H 0.213


The calculation returns the following M values, one per record and in order: 92.04; 28.01; 138.21; 617.40; 581.96; 850.35; 98.10; 434.88 g mol⁻¹.
The calculation returns the following energy relative to the best compared isomer or geometry (same formula, charge and spin) values, one per record and in order: 1.704; 0.000; 0.262; 0.000; 1.852; 0.680; 1.769; 0.000 eV.